(1)
ORCA calculation (ωB97M-V/def2-TZVPD) on C9H10InN2S as an isolated structure at a distorted geometry.

For the LUMO energy (alpha / beta), the calculation gives 0.0983 / 0.0984 hartree. The value obtained for the frontier orbital gap (alpha / beta) is 5.0 / 5.0 eV. Its charge is -1. As for the highest occupied orbital energy (alpha / beta): -0.087 / -0.087 Eh.

Atoms and positions in Å:
1 C 0.84 -1.21 -1.27
2 C -0.58 -1.14 -1.54
3 C -1.29 -1.82 -0.46
4 C -0.27 -2.34 0.47
5 C 1.03 -1.96 -0.04
6 In -0.46 0.25 0.75
7 C -1.69 1.77 -0.34
8 C -0.51 2.12 -0.92
9 C 0.41 2.69 -1.66
10 N 1.48 1.24 0.89
11 H -2.37 -1.98 -0.39
12 H -1.06 -0.63 -2.39
13 H -0.49 -2.92 1.36
14 H 1.98 -2.17 0.44
15 H 1.61 -0.77 -1.89
16 H -2.40 1.10 -0.87
17 H 2.34 1.79 0.94
18 H -2.06 2.23 0.60
19 H 0.21 3.49 -2.39
20 H 1.45 2.37 -1.60
21 S -0.57 0.17 3.17
22 C 0.75 -0.80 3.42
23 N 1.64 -1.50 3.70

(2)
ORCA calculation (ωB97M-V/def2-TZVPD) on C54H40Cl3N2O6S2Ti as an isolated structure at a distorted geometry.

For the LUMO energy, the calculation gives -0.1583 hartree. The value obtained for the frontier orbital gap is 5.6 eV. Its charge is +1. As for the highest occupied orbital energy: -0.364 Eh.

Atoms and positions in Å:
1 Ti 1.63 -0.07 1.13
2 Cl 4.48 -0.63 5.97
3 C 4.53 1.18 6.09
4 Cl 5.61 2.10 5.00
5 H 4.82 1.42 7.10
6 H 3.52 1.48 5.86
7 C -4.53 -1.03 6.85
8 C -4.32 -0.54 5.45
9 C -3.00 -0.36 4.98
10 C -2.76 0.21 3.76
11 C -3.81 0.61 2.97
12 C -5.14 0.46 3.41
13 C -5.39 -0.02 4.69
14 S -3.49 1.46 1.40
15 O -4.81 1.66 0.80
16 C -2.79 -0.01 0.46
17 C -2.91 -1.33 0.96
18 C -3.08 -2.39 0.08
19 C -3.03 -2.23 -1.35
20 C -3.30 -3.22 -2.29
21 C -3.29 -2.93 -3.66
22 C -2.83 -1.67 -4.07
23 C -2.54 -0.63 -3.17
24 C -2.75 -0.88 -1.79
25 C -2.57 0.22 -0.89
26 C -2.38 1.59 -1.44
27 C -3.46 2.21 -2.21
28 C -4.79 1.80 -2.17
29 C -5.77 2.55 -2.78
30 C -5.46 3.70 -3.55
31 C -4.15 4.00 -3.77
32 C -3.14 3.33 -3.04
33 C -1.82 3.81 -3.12
34 C -0.83 3.32 -2.25
35 C -1.20 2.31 -1.33
36 S -0.06 1.92 0.08
37 O 0.58 0.32 -0.28
38 C 1.31 2.97 -0.22
39 C 2.60 2.65 -0.66
40 C 3.56 3.66 -0.78
41 C 3.20 4.99 -0.40
42 C 4.17 6.06 -0.78
43 C 1.95 5.29 0.13
44 C 0.97 4.30 0.12
45 H -5.58 -1.36 7.00
46 H -4.36 -0.22 7.59
47 H -3.80 -1.85 7.11
48 H -2.20 -0.75 5.57
49 H -1.71 0.36 3.50
50 H -6.01 0.76 2.79
51 H -6.41 0.01 5.06
52 H -3.01 -1.59 2.00
53 H -3.24 -3.44 0.37
54 H -3.47 -4.25 -2.04
55 H -3.61 -3.71 -4.40
56 H -2.76 -1.47 -5.12
57 H -2.13 0.36 -3.48
58 H -5.07 0.93 -1.59
59 H -6.83 2.25 -2.63
60 H -6.29 4.37 -3.85
61 H -3.89 4.81 -4.46
62 H -1.56 4.57 -3.86
63 H 0.16 3.67 -2.29
64 H 2.90 1.63 -0.91
65 H 4.58 3.44 -1.15
66 H 4.05 6.27 -1.85
67 H 5.21 5.79 -0.58
68 H 3.97 6.95 -0.14
69 H 1.66 6.30 0.45
70 H -0.07 4.54 0.36
71 N 1.63 -9.02 2.53
72 C 1.68 -7.85 2.50
73 C 1.62 -6.48 2.42
74 C 2.42 -5.71 3.25
75 C 2.16 -4.36 3.27
76 C 1.20 -3.82 2.41
77 C 0.45 -4.62 1.55
78 C 0.68 -5.96 1.54
79 C 1.02 -2.42 2.33
80 C 0.65 -1.25 2.35
81 H 3.21 -6.25 3.82
82 H 2.77 -3.68 3.86
83 H -0.31 -4.18 0.83
84 H 0.13 -6.71 0.91
85 C 1.90 -2.68 -4.20
86 C 3.11 -1.76 -4.24
87 C 3.22 -0.77 -5.23
88 C 4.34 0.05 -5.37
89 Cl 4.35 1.40 -6.39
90 C 5.43 -0.10 -4.50
91 C 5.32 -0.96 -3.41
92 C 4.12 -1.64 -3.21
93 O 3.76 -2.19 -2.04
94 C 4.70 -1.93 -0.91
95 C 4.30 -0.64 -0.26
96 O 4.65 0.48 -0.73
97 O 3.37 -0.75 0.67
98 H 1.05 -2.18 -3.68
99 H 2.15 -3.56 -3.60
100 H 1.63 -3.02 -5.24
101 H 2.44 -0.66 -6.01
102 H 6.31 0.48 -4.61
103 H 6.13 -0.93 -2.66
104 H 5.77 -1.89 -1.27
105 H 4.62 -2.81 -0.22
106 O 0.65 2.96 3.49
107 C 1.26 2.10 2.92
108 N 2.01 1.30 2.39

(3)
ORCA calculation (ωB97M-V/def2-TZVPD) on C26H25N3O4PtSSi as an isolated structure.

For the LUMO energy (alpha / beta), the calculation gives 0.1517 / 0.1460 hartree. The value obtained for the frontier orbital gap (alpha / beta) is 5.3 / 5.2 eV. Its charge is -2. As for the spin multiplicity: 3. As for the highest occupied orbital energy (alpha / beta): -0.045 / -0.047 Eh.

Atoms and positions in Å:
1 Pt -0.24 1.33 -2.63
2 C -0.47 -5.46 2.66
3 O 0.01 -4.97 3.90
4 C 0.85 -3.89 3.85
5 C 1.40 -3.39 2.67
6 C 2.23 -2.28 2.71
7 C 2.51 -1.63 3.92
8 C 1.96 -2.17 5.10
9 C 1.16 -3.28 5.07
10 N 3.20 -0.44 4.03
11 N 3.82 -0.04 2.93
12 C 3.24 0.55 1.88
13 C 4.05 0.74 0.73
14 C 3.51 1.07 -0.49
15 C 2.11 1.22 -0.70
16 O 1.68 1.34 -1.89
17 C 1.28 1.21 0.50
18 N -0.03 1.50 0.35
19 C -0.79 1.59 1.40
20 C -0.33 1.39 2.71
21 C 0.99 1.04 2.88
22 C 1.84 0.92 1.77
23 H -1.21 -6.22 2.90
24 H 0.34 -5.91 2.07
25 H -0.94 -4.67 2.07
26 H 1.17 -3.83 1.71
27 H 2.64 -1.90 1.78
28 H 2.19 -1.67 6.03
29 H 0.72 -3.69 5.97
30 H 5.11 0.54 0.83
31 H 4.13 1.16 -1.37
32 H -1.84 1.82 1.22
33 H -1.00 1.49 3.55
34 H 1.39 0.87 3.87
35 O -4.22 1.36 -3.32
36 C -3.11 1.89 -3.28
37 O -2.04 1.21 -3.53
38 C -3.07 3.39 -2.98
39 C -4.34 3.98 -2.94
40 C -4.55 5.34 -2.78
41 C -3.43 6.16 -2.66
42 C -2.17 5.61 -2.69
43 C -1.94 4.22 -2.82
44 S -0.27 3.75 -2.72
45 H -5.18 3.30 -3.05
46 H -5.55 5.74 -2.75
47 H -3.55 7.24 -2.55
48 H -1.30 6.25 -2.58
49 C -1.88 -1.82 -2.79
50 Si -0.19 -0.98 -2.58
51 C 0.53 -1.76 -0.98
52 C 0.90 -1.76 -3.94
53 H -1.79 -2.92 -2.78
54 H -2.35 -1.50 -3.72
55 H -2.57 -1.52 -1.99
56 H 0.53 -2.86 -1.05
57 H -0.06 -1.48 -0.10
58 H 1.56 -1.44 -0.81
59 H 0.92 -2.86 -3.87
60 H 1.93 -1.39 -3.86
61 H 0.53 -1.49 -4.93

(4)
ORCA calculation (ωB97M-V/def2-TZVPD) on one molecule with the formula C2H8N3O2P at a distorted geometry.

For the LUMO energy, the calculation gives 0.0342 hartree. The value obtained for the frontier orbital gap is 11.0 eV. Its charge is 0. Its SMILES is C/C=N/OP(N)(N)=O. As for the highest occupied orbital energy: -0.372 Eh.

Atoms and positions in Å:
1 C -0.61 0.39 2.99
2 C -0.51 0.62 1.54
3 N -1.28 0.17 0.65
4 O -0.82 0.64 -0.77
5 P 0.52 -0.11 -1.22
6 N 0.69 0.43 -2.82
7 N 0.07 -1.71 -1.38
8 O 1.68 -0.05 -0.34
9 H -0.98 1.37 3.35
10 H 0.29 0.14 3.50
11 H -1.20 -0.58 3.06
12 H 0.43 1.29 1.39
13 H -0.14 0.40 -3.32
14 H 1.35 1.21 -2.97
15 H 0.86 -2.30 -1.38
16 H -0.35 -1.93 -2.28

(5)
ORCA calculation (ωB97M-V/def2-TZVPD) on a 2-piece molecular cluster, C5H16N2O2 overall at a distorted geometry.

For the LUMO energy, the calculation gives 0.0232 hartree. The value obtained for the frontier orbital gap is 9.5 eV. Its charge is 0. Its SMILES is CN[C@H](CO)CCN.O. As for the highest occupied orbital energy: -0.327 Eh.

Atoms and positions in Å:
1 C -1.06 -0.54 2.56
2 N -1.40 0.25 1.38
3 C -0.36 0.32 0.29
4 C 1.04 0.94 0.36
5 O 1.89 -0.03 1.07
6 C -1.25 0.83 -0.84
7 C -0.58 0.88 -2.16
8 N 0.24 -0.20 -2.71
9 H -1.89 -0.67 3.25
10 H -0.83 -1.52 2.30
11 H -0.18 -0.14 3.00
12 H -1.58 1.17 1.72
13 H -0.15 -0.78 -0.06
14 H 1.32 0.90 -0.74
15 H 1.14 2.00 0.76
16 H 1.62 -0.02 2.02
17 H -2.27 0.38 -0.94
18 H -1.46 1.88 -0.65
19 H -1.34 1.16 -2.94
20 H 0.09 1.81 -2.18
21 H 0.78 -0.71 -1.95
22 H -0.29 -0.91 -3.23
23 O 1.89 -2.50 -0.38
24 H 1.78 -2.19 0.55
25 H 2.86 -2.32 -0.48

(6)
ORCA calculation (ωB97M-V/def2-TZVPD) on one molecule with the formula C3H7N3O2 at a distorted geometry.

For the LUMO energy, the calculation gives 0.0103 hartree. The value obtained for the frontier orbital gap is 8.7 eV. Its charge is 0. Its SMILES is CN/N=C\N(O)C=O. As for the highest occupied orbital energy: -0.310 Eh.

Atoms and positions in Å:
1 C -2.75 0.00 -0.12
2 N -1.30 -0.08 -0.29
3 N -0.56 -1.13 0.11
4 C 0.66 -1.25 0.21
5 N 1.71 -0.20 -0.03
6 O 2.85 -0.74 -0.35
7 C 1.56 1.18 -0.08
8 O 0.62 1.99 0.15
9 H -3.05 0.08 1.03
10 H -3.05 1.14 -0.53
11 H -3.42 -0.79 -0.74
12 H -0.80 0.79 -0.03
13 H 1.28 -2.05 0.51
14 H 3.60 -0.57 0.42
15 H 2.64 1.64 -0.26

(7)
ORCA calculation (ωB97M-V/def2-TZVPD) on C39H50Cl3Ge2O2Ru as an isolated structure at a distorted geometry.

For the LUMO energy (alpha / beta), the calculation gives -0.0520 / -0.0670 hartree. The value obtained for the frontier orbital gap (alpha / beta) is 7.2 / 6.8 eV. Its charge is 0. As for the spin multiplicity: 2. As for the highest occupied orbital energy (alpha / beta): -0.317 / -0.318 Eh.

Atoms and positions in Å:
1 Ru 0.02 -0.37 0.05
2 C -2.05 -0.97 1.09
3 C -1.30 -2.14 0.82
4 C -1.15 -2.20 -0.63
5 C -1.95 -1.14 -1.15
6 C -2.56 -0.42 -0.10
7 C -3.72 0.53 -0.18
8 C -3.89 1.10 -1.59
9 C -4.97 -0.32 0.15
10 C -3.59 1.66 0.83
11 C -0.61 -3.26 -1.59
12 C 0.66 -3.98 -1.10
13 C -0.24 -2.64 -2.95
14 C -1.74 -4.27 -1.86
15 C -0.93 -3.11 1.96
16 C 0.58 -3.21 2.23
17 C -1.52 -4.50 1.67
18 C -1.57 -2.63 3.27
19 H -2.36 -0.66 2.07
20 H -2.15 -0.98 -2.20
21 H -4.16 0.31 -2.31
22 H -2.99 1.59 -1.93
23 H -4.70 1.83 -1.60
24 H -5.08 -1.15 -0.55
25 H -5.86 0.31 0.09
26 H -4.91 -0.73 1.17
27 H -2.71 2.26 0.64
28 H -3.53 1.28 1.86
29 H -4.47 2.31 0.77
30 H 1.40 -3.25 -0.78
31 H 1.08 -4.56 -1.91
32 H 0.46 -4.66 -0.28
33 H 0.47 -1.81 -2.81
34 H -1.10 -2.25 -3.49
35 H 0.25 -3.39 -3.58
36 H -2.06 -4.77 -0.94
37 H -1.39 -5.03 -2.56
38 H -2.61 -3.77 -2.29
39 H 1.14 -3.61 1.39
40 H 0.75 -3.86 3.09
41 H 0.99 -2.23 2.48
42 H -1.03 -5.00 0.84
43 H -2.59 -4.43 1.44
44 H -1.40 -5.13 2.55
45 H -1.15 -1.67 3.59
46 H -1.34 -3.36 4.05
47 H -2.66 -2.55 3.19
48 Cl -0.99 2.92 -2.01
49 Ge 0.08 2.11 -0.28
50 Cl -0.48 3.49 1.29
51 Cl 2.06 2.88 -0.80
52 C 1.32 -0.45 -1.37
53 H 1.43 0.31 -2.15
54 H 2.26 -0.97 -1.17
55 O 2.98 -1.04 2.81
56 C 2.63 -0.31 1.90
57 O 1.36 -0.21 1.54
58 C 3.65 0.59 1.23
59 C 3.88 1.86 2.08
60 Ge 4.00 1.56 4.03
61 C 4.51 3.31 4.78
62 C 4.70 4.45 3.99
63 C 5.08 5.66 4.57
64 C 5.27 5.75 5.94
65 C 5.08 4.63 6.74
66 C 4.70 3.42 6.16
67 C 5.51 0.40 4.41
68 C 5.44 -0.84 5.06
69 C 6.59 -1.59 5.26
70 C 7.82 -1.14 4.80
71 C 7.90 0.09 4.15
72 C 6.75 0.85 3.96
73 C 2.22 1.25 4.79
74 C 1.24 2.19 4.48
75 C -0.09 2.00 4.87
76 C -0.44 0.86 5.60
77 C 0.54 -0.07 5.93
78 C 1.85 0.12 5.53
79 H 3.30 0.85 0.23
80 H 4.58 0.02 1.15
81 H 3.08 2.58 1.89
82 H 4.82 2.33 1.78
83 H 4.56 4.39 2.92
84 H 5.23 6.53 3.94
85 H 5.56 6.69 6.38
86 H 5.23 4.69 7.81
87 H 4.55 2.55 6.79
88 H 4.49 -1.22 5.40
89 H 6.53 -2.55 5.77
90 H 8.71 -1.73 4.95
91 H 8.86 0.45 3.78
92 H 6.83 1.81 3.46
93 H 1.50 3.08 3.91
94 H -0.84 2.73 4.61
95 H -1.46 0.71 5.91
96 H 0.27 -0.96 6.49
97 H 2.59 -0.63 5.77

(8)
ORCA calculation (ωB97M-V/def2-TZVPD) on C23H18BrNO4PSY as an isolated structure at a distorted geometry.

For the LUMO energy, the calculation gives -0.2423 hartree. The value obtained for the frontier orbital gap is 8.1 eV. Its charge is +2. As for the highest occupied orbital energy: -0.539 Eh.

Atoms and positions in Å:
1 Y 1.87 -0.49 -1.91
2 O 1.47 5.98 -1.54
3 C 1.46 4.67 -1.75
4 C 0.59 4.05 -2.65
5 C 0.66 2.69 -2.80
6 N 1.55 1.92 -2.11
7 C 2.36 2.56 -1.26
8 Br 3.55 1.41 -0.35
9 C 2.38 3.91 -1.02
10 H 0.82 6.44 -2.09
11 H -0.13 4.62 -3.23
12 H 0.00 2.17 -3.48
13 H 3.07 4.36 -0.33
14 O 3.00 -4.20 -1.28
15 S 2.16 -3.10 -1.02
16 O 1.40 -2.57 -2.24
17 O 2.89 -1.83 -0.59
18 C 0.98 -3.46 0.21
19 C 1.04 -4.75 0.73
20 C 0.13 -5.11 1.72
21 C -0.81 -4.20 2.17
22 C -0.85 -2.91 1.64
23 C 0.04 -2.51 0.66
24 P -0.09 -0.82 -0.02
25 C -1.79 -0.60 -0.57
26 C -2.10 -1.05 -1.85
27 C -3.40 -0.94 -2.34
28 C -4.38 -0.38 -1.54
29 C -4.08 0.06 -0.25
30 C -2.79 -0.05 0.23
31 C 0.26 0.30 1.35
32 C 0.94 -0.16 2.48
33 C 1.34 0.74 3.46
34 C 1.07 2.09 3.33
35 C 0.39 2.55 2.20
36 C -0.01 1.67 1.22
37 H 1.77 -5.45 0.37
38 H 0.16 -6.11 2.13
39 H -1.51 -4.49 2.94
40 H -1.60 -2.23 2.01
41 H -1.36 -1.54 -2.48
42 H -3.63 -1.30 -3.33
43 H -5.39 -0.30 -1.91
44 H -4.86 0.47 0.37
45 H -2.57 0.28 1.24
46 H 1.16 -1.21 2.61
47 H 1.85 0.37 4.34
48 H 1.37 2.78 4.10
49 H 0.16 3.60 2.11
50 H -0.54 2.05 0.36

(9)
ORCA calculation (ωB97M-V/def2-TZVPD) on C10H9CrN6O8S as an isolated structure.

For the LUMO energy (alpha / beta), the calculation gives 0.0807 / 0.0804 hartree. The value obtained for the frontier orbital gap (alpha / beta) is 7.2 / 7.8 eV. Its charge is -1. As for the spin multiplicity: 5. As for the highest occupied orbital energy (alpha / beta): -0.186 / -0.206 Eh.

Atoms and positions in Å:
1 Cr -0.45 0.06 -0.37
2 C 0.98 -2.84 4.12
3 C 0.25 -3.22 2.89
4 N -0.41 -4.32 2.69
5 N -0.90 -4.21 1.42
6 C -0.58 -3.04 0.83
7 S -1.04 -2.42 -0.65
8 N 0.20 -2.41 1.78
9 N 0.69 -1.14 1.59
10 H 0.93 -3.67 4.83
11 H 0.53 -1.96 4.58
12 H 2.02 -2.62 3.90
13 H -1.51 -4.91 1.04
14 H 1.66 -1.06 1.34
15 H 0.29 -0.44 2.21
16 O 4.45 0.73 -3.79
17 C 3.36 0.61 -4.51
18 O 3.36 0.65 -5.72
19 C 2.08 0.38 -3.78
20 C 0.87 0.17 -4.42
21 N -0.06 -0.03 -3.47
22 N 0.47 0.05 -2.24
23 C 1.76 0.32 -2.40
24 C 2.61 0.44 -1.15
25 O 3.83 0.65 -1.31
26 O 1.98 0.31 -0.08
27 H 4.26 0.58 -2.79
28 H 0.65 0.14 -5.47
29 H -1.05 -0.17 -3.58
30 O -2.58 1.78 2.50
31 C -1.92 1.47 1.53
32 O -1.44 0.28 1.32
33 C -1.58 2.49 0.39
34 O -1.86 3.66 0.50
35 O -0.98 1.95 -0.62